Below is 4 unconnected molecules or ions with the total composition C56H38I2N2O11S, with properties calculated with the ωB97M-V functional and the def2-TZVPD basis.

Geometry (Å):
N: -3.46778 -2.69995 2.87138
C: -4.40013 -1.88506 3.18501
C: -5.18212 -1.06001 2.11532
N: -5.02602 0.42051 2.22286
C: -3.70970 0.96253 2.28250
O: -2.78159 0.75785 3.02999
C: -3.49962 2.05004 1.19752
C: -2.40174 2.94977 0.95708
C: -2.55392 3.87417 -0.17877
I: -0.93057 5.24770 -0.56450
C: -3.76550 3.84066 -1.00165
C: -3.92947 4.78293 -2.24805
C: -3.59808 3.85717 -3.51102
C: -4.03309 4.49551 -4.87544
C: -4.03535 3.41086 -6.04310
S: -4.33738 4.34880 -7.62020
O: -4.64590 5.72963 -7.25831
O: -5.45170 3.78505 -8.37166
O: -2.91943 4.40644 -8.44750
C: -4.89392 2.91288 -0.73337
I: -6.68342 2.85647 -1.91130
C: -4.72792 2.01459 0.39359
C: -5.63116 0.90697 0.97605
O: -6.63401 0.47451 0.48789
H: -3.13047 -3.14998 3.73761
H: -4.69998 -1.79923 4.26426
H: -4.86414 -1.44255 1.10388
H: -6.25884 -1.37013 2.21984
H: -1.49719 2.90542 1.59717
H: -4.94430 5.24575 -2.30290
H: -3.15775 5.60246 -2.23213
H: -2.50254 3.62565 -3.43873
H: -4.13158 2.87457 -3.35427
H: -3.26879 5.25647 -5.15986
H: -5.07297 4.88906 -4.79492
H: -4.86037 2.66243 -5.92197
H: -3.05532 2.86330 -6.10195
H: -2.89543 3.62394 -9.04075
C: -0.78822 -6.69107 10.04279
C: -1.62832 -5.69382 9.55523
C: -1.57756 -5.33524 8.21641
C: -0.67768 -5.96437 7.36091
C: 0.18113 -6.94706 7.85528
C: 0.11499 -7.31606 9.19574
C: 1.18050 -7.59241 6.96692
O: 1.92636 -8.45087 7.39670
C: 1.25803 -7.16456 5.54838
C: 2.22729 -7.71773 4.71680
C: 2.30088 -7.33417 3.38573
C: 1.39950 -6.40437 2.87636
C: 0.43470 -5.84581 3.70199
C: 0.36724 -6.21586 5.04243
C: -0.64433 -5.58522 5.92641
O: -1.43087 -4.76616 5.48643
H: -0.83517 -6.97665 11.08723
H: -2.32480 -5.19762 10.22102
H: -2.23675 -4.56220 7.84013
H: 0.77073 -8.08777 9.58065
H: 2.92929 -8.44478 5.10725
H: 3.06077 -7.76139 2.74192
H: 1.45371 -6.11103 1.83458
H: -0.26158 -5.11811 3.30168
C: 2.58693 2.57741 -2.31477
C: 3.95026 2.68386 -2.57487
C: 4.39224 3.00079 -3.85178
C: 3.47221 3.20111 -4.87716
C: 2.10640 3.07010 -4.62125
C: 1.66721 2.76900 -3.33610
C: 1.11394 3.23213 -5.71330
O: -0.07873 3.12188 -5.48944
C: 1.60081 3.52307 -7.08446
C: 0.68820 3.62259 -8.13108
C: 1.13202 3.90741 -9.41410
C: 2.48890 4.10320 -9.65605
C: 3.40266 3.99981 -8.61764
C: 2.96308 3.70033 -7.33138
C: 3.95387 3.55775 -6.23467
O: 5.13930 3.72513 -6.44625
H: 2.24296 2.33920 -1.31437
H: 4.66803 2.52159 -1.77917
H: 5.45408 3.08801 -4.04864
H: 0.60715 2.67974 -3.12982
H: -0.36947 3.47459 -7.94761
H: 0.42029 3.97960 -10.22842
H: 2.83363 4.33277 -10.65756
H: 4.45818 4.14848 -8.81137
C: 7.11617 -1.58579 1.52465
C: 7.13277 -0.29013 1.01537
C: 5.98894 0.49274 1.06918
C: 4.81931 -0.02086 1.62194
C: 4.79646 -1.32817 2.11028
C: 5.95107 -2.10442 2.07036
C: 3.54295 -1.90588 2.65799
O: 3.51774 -3.04151 3.08937
C: 2.31487 -1.07621 2.66349
C: 1.11778 -1.62550 3.11851
C: -0.03672 -0.85588 3.13941
C: 0.00164 0.46896 2.71668
C: 1.19206 1.01920 2.25809
C: 2.34881 0.24588 2.21966
C: 3.60512 0.83176 1.69139
O: 3.64047 1.98951 1.31436
H: 8.01313 -2.19320 1.49031
H: 8.04042 0.10937 0.57809
H: 6.00781 1.50248 0.67664
H: 5.94112 -3.11504 2.46071
H: 1.08360 -2.65616 3.45254
H: -0.96837 -1.28645 3.48796
H: -0.89811 1.07232 2.74092
H: 1.21613 2.05057 1.92476

Spin multiplicity ... 1
HOMO-LUMO gap ... 8.4 eV
SMILES ... [H]/N=C/CN1C(=O)c2cc(I)c(CCCCS(=O)(=O)O)c(I)c2C1=O.O=C1c2ccccc2C(=O)c2ccccc21.O=C1c2ccccc2C(=O)c2ccccc21.O=C1c2ccccc2C(=O)c2ccccc21